1.
C38H45F2N2S4SiSn | ωB97M-V/def2-TZVPD

Structure (XYZ):
```
93
Properties=species:S:1:pos:R:3:mulliken_charge:R:1
Sn -0.84 -0.22 -0.02 1.069
S 4.43 3.26 5.08 -0.169
S -4.95 -2.28 -0.45 -0.300
S 2.17 2.05 5.67 -0.027
S 1.34 3.90 3.79 -0.068
Si 1.97 -2.30 0.83 0.278
F 3.04 0.32 -0.84 -0.406
F -0.57 5.65 -2.34 -0.307
N 0.86 -1.44 -0.26 0.547
N -2.55 -1.31 -1.00 0.260
C -0.58 4.37 -1.84 0.385
C -1.71 2.23 -1.77 -0.388
C -3.75 -2.16 2.46 -0.935
C -4.51 -2.10 -2.10 0.514
C 2.76 5.09 3.81 -0.734
C -1.72 3.61 -2.13 -0.700
C -2.56 -1.59 -3.52 0.732
C -1.32 -0.81 3.10 -0.980
C -4.53 -2.76 -4.41 -0.845
C 1.90 -2.15 -3.84 -0.711
C 3.07 -0.16 -3.13 -0.874
C -3.84 -1.20 -6.91 -1.620
C -2.31 -3.30 -6.64 -1.475
C 1.29 -2.25 -2.61 -0.237
C 3.40 -3.10 -0.17 -1.106
C -5.14 -2.77 -3.17 -1.051
C -3.38 -1.65 0.01 0.780
C 3.76 4.93 4.95 -0.524
C 1.05 3.31 6.41 -0.599
C -3.02 -1.49 1.43 0.718
C 0.39 2.48 -0.68 -0.371
C -2.06 -1.49 4.10 -0.609
C 2.46 -0.34 -1.86 0.490
C -2.73 -1.86 -6.05 1.754
C 4.45 2.74 6.84 -0.673
C 0.46 3.85 -1.10 -0.867
C -1.50 -0.96 -5.99 -1.460
C 2.76 -1.14 -4.11 -0.526
C 0.65 4.32 5.39 -0.801
C -3.21 -2.25 3.77 -0.678
C -3.17 -1.60 -2.26 -1.058
C 2.83 -1.16 2.07 -0.928
C 1.45 -1.30 -1.56 0.286
C -3.26 -2.08 -4.62 0.059
C 1.01 -3.61 1.69 -0.923
C -1.78 -0.84 1.76 0.000
C 3.27 1.83 7.12 -0.561
C -0.67 1.65 -1.07 0.276
H 4.67 5.56 4.72 0.375
H 2.13 -0.41 2.47 0.108
H -1.84 0.06 -5.62 0.301
H -0.73 -1.37 -5.33 0.218
H 3.06 -3.92 -0.80 0.301
H 4.20 -3.41 0.50 0.417
H 1.09 -3.52 2.78 0.350
H -1.78 -1.44 5.16 0.415
H -0.46 -0.25 3.35 0.842
H 2.27 6.06 3.88 0.358
H 1.44 3.76 7.33 0.336
H -3.46 -0.80 -7.87 0.418
H -5.02 -3.15 -5.27 0.436
H -2.57 1.64 -1.99 0.461
H -1.81 -3.90 -5.89 0.350
H 1.31 2.06 -0.28 0.357
H 0.16 2.75 6.73 0.376
H 1.48 -2.79 -4.63 0.429
H -4.70 -1.81 -7.16 0.386
H -4.16 -0.23 -6.38 0.328
H 1.37 4.33 -0.75 0.470
H -4.75 -2.59 2.34 0.351
H -3.28 -3.82 -6.88 0.360
H 5.47 2.41 6.92 0.473
H 1.43 -4.61 1.42 0.338
H -1.52 -1.28 -3.55 0.262
H -0.45 4.39 5.28 0.369
H 3.15 -0.99 -5.14 0.346
H 3.81 -2.29 -0.75 0.262
H 4.48 3.64 7.44 0.292
H -2.60 4.04 -2.62 0.429
H 0.87 5.40 5.59 0.337
H 3.22 -1.71 2.97 0.352
H 3.24 5.23 5.88 0.305
H -1.71 -3.20 -7.59 0.374
H 2.81 2.01 8.16 0.303
H 3.30 5.04 2.82 0.365
H 3.67 -0.55 1.67 0.330
H -6.10 -3.26 -3.07 0.397
H 0.59 -3.10 -2.50 0.401
H -1.01 -0.90 -6.98 0.467
H 3.58 0.77 7.09 0.292
H -3.68 -2.95 4.55 0.333
H -0.07 -3.47 1.41 0.115
H 3.81 0.64 -3.26 0.475
```

Summary:
Energy above the lowest of the compared OMol25 structures with the same formula, charge and spin   117.9 kJ/mol
Molar mass   842.85 g/mol
Gap between HOMO and LUMO   0.16824 Ha
HOMO level   -8.278 eV
Net charge   +1



2.
C38H45N3O6Rb | ωB97M-V/def2-TZVPD

Structure (XYZ):
```
93
Properties=species:S:1:pos:R:3:mulliken_charge:R:1
Rb -0.44 2.27 -0.81 0.668
O -0.23 -0.56 -1.09 -0.862
O -1.16 4.70 -3.06 -0.738
O 0.17 -2.85 1.72 -0.098
O -0.55 1.30 1.30 -0.553
O 0.84 4.18 -2.17 -0.767
O -1.50 -1.88 2.91 -0.475
N -1.60 4.65 0.23 -0.275
N 1.74 0.94 -5.66 -0.024
N -0.26 1.45 -3.71 0.128
C 0.28 -3.03 4.09 -1.561
C 0.06 2.46 -4.69 -0.771
C 2.43 -0.92 -0.63 0.251
C -0.62 -3.00 2.88 1.207
C -0.54 -2.76 -1.65 0.444
C 0.24 -3.36 -2.64 -0.324
C 3.81 -1.06 -0.55 -1.236
C 0.82 0.52 -3.44 0.195
C -2.51 -3.50 -2.87 -0.849
C -1.25 -0.99 1.79 -0.784
C 0.94 1.25 4.12 -0.358
C -4.04 1.74 4.83 -0.466
C 2.98 -0.30 3.09 -1.165
C 0.57 1.84 -5.99 -0.740
C 1.59 -2.01 -0.46 -1.639
C -1.72 -4.09 -3.85 -0.554
C 1.70 -0.39 2.57 -0.199
C -0.34 -4.01 -3.73 -0.857
C -0.63 -2.05 0.83 -0.755
C 1.34 -0.16 -4.68 -0.751
C -1.51 5.99 -0.36 -0.767
C 3.25 0.57 4.14 -0.741
C 2.22 1.35 4.65 -0.767
C -0.21 4.88 -2.27 0.587
C 2.17 -3.26 -0.21 0.386
C -3.86 2.22 3.54 -0.752
C -1.87 0.86 3.27 -0.579
C -3.13 0.83 5.35 -1.103
C -0.71 0.42 2.31 2.515
C -1.93 -2.85 -1.80 -0.733
C 0.05 -1.78 -0.58 2.819
C -2.06 0.39 4.57 0.280
C -0.31 6.07 -1.31 -0.516
C 0.65 0.38 3.07 -0.755
C 3.55 -3.40 -0.14 -1.077
C 4.38 -2.30 -0.32 -0.660
C -2.78 1.78 2.78 -0.489
C -1.47 -4.27 2.79 -1.758
H -2.18 -4.29 3.62 0.402
H 0.92 2.59 -6.70 0.410
H -1.14 0.98 -3.87 0.287
H -0.82 -5.15 2.84 0.318
H 2.43 1.51 -5.17 0.407
H -2.57 -2.34 -1.08 0.417
H 0.50 -0.18 -2.65 -0.485
H -0.69 4.31 0.52 0.172
H 1.67 1.09 -3.01 0.095
H 1.53 -4.12 -0.05 0.492
H 4.25 0.64 4.55 0.377
H -2.17 -4.61 -4.69 0.380
H 0.61 6.13 -0.74 0.273
H 0.82 3.12 -4.26 0.248
H -1.41 6.78 0.39 0.350
H 0.57 -0.76 -5.17 0.282
H -3.25 0.45 6.36 0.384
H -0.32 -3.23 4.99 0.378
H 2.22 -0.77 -4.49 0.336
H -2.22 -0.73 1.37 0.893
H -0.40 6.98 -1.91 0.344
H -3.59 -3.54 -2.95 0.396
H -1.50 -2.66 0.61 0.408
H 3.77 -0.92 2.67 0.405
H -2.61 2.16 1.77 0.257
H 0.30 -4.47 -4.48 0.401
H 2.17 0.56 -6.49 0.356
H -4.57 2.93 3.12 0.408
H 2.41 2.04 5.46 0.396
H 5.46 -2.41 -0.26 0.381
H 0.15 1.88 4.52 0.429
H -1.37 -0.34 4.98 0.395
H 1.50 -1.08 1.76 1.239
H 0.80 -2.08 4.21 0.245
H 1.32 -3.31 -2.58 0.364
H -2.03 -4.29 1.85 0.365
H 4.44 -0.18 -0.66 0.441
H 3.98 -4.38 0.06 0.420
H 1.96 0.04 -0.78 0.737
H -2.19 4.64 1.06 0.132
H -4.87 2.09 5.44 0.378
H -0.18 1.22 -6.47 0.388
H -0.79 3.11 -4.87 0.608
H -2.43 6.18 -0.92 0.335
H 1.02 -3.82 3.97 0.372
```

Summary:
Energy above the lowest of the compared OMol25 structures with the same formula, charge and spin   155.6 kJ/mol
Molar mass   725.26 g/mol
Gap between HOMO and LUMO   0.18441 Ha
HOMO level   -4.002 eV
Net charge   -1



3.
C38H45N3OP2PdSi | ωB97M-V/def2-TZVPD

Structure (XYZ):
```
91
Properties=species:S:1:pos:R:3:mulliken_charge:R:1
Pd -0.53 0.04 0.15 0.304
P 1.94 -0.18 0.54 1.093
P 0.33 -2.39 0.18 1.178
Si -3.52 0.09 -0.14 0.499
O 0.27 1.95 -0.41 -0.344
N -2.03 2.24 1.36 -0.013
N 1.96 -1.89 0.37 0.069
N -4.74 2.50 0.72 -0.286
C 0.16 2.72 -2.74 -1.474
C -2.48 3.40 0.65 0.621
C -5.01 -0.87 -0.78 -1.327
C 3.25 -0.32 3.07 -0.328
C -0.62 -6.34 0.61 -0.658
C -2.04 5.52 -0.42 -0.736
C 2.06 3.30 -1.25 -1.410
C 4.42 1.19 0.49 -0.570
C -0.75 -2.02 -2.43 -0.190
C -0.76 -2.18 -3.81 -0.773
C 0.37 -4.13 0.71 0.294
C -3.06 1.63 2.20 -1.343
C 6.17 0.71 -1.08 -0.542
C -1.60 4.41 0.30 -0.691
C 0.22 -2.64 -1.65 0.429
C 5.68 1.46 -0.02 -0.783
C -3.84 3.50 0.31 -0.351
C 3.64 0.17 -0.05 0.157
C 0.20 -2.97 -4.43 -0.487
C -2.99 1.07 -1.64 -0.563
C 1.02 2.23 -1.57 0.875
C 5.39 -0.28 -1.65 -0.575
C -3.38 5.61 -0.77 -0.667
C -4.27 4.61 -0.41 -0.383
C 1.18 -3.44 -2.28 -0.226
C 1.08 0.71 4.47 -0.539
C 2.24 0.35 5.15 -0.595
C 1.18 -3.60 -3.65 -0.782
C 1.02 0.57 3.09 0.019
C 3.32 -0.18 4.45 -0.853
C -2.32 -1.10 0.60 -1.708
C 4.12 -0.54 -1.15 -0.408
C -4.17 1.24 1.24 0.264
C 1.16 -4.56 1.78 -0.421
C -0.54 -5.03 0.15 -0.618
C 2.10 0.06 2.37 0.200
C 0.21 -6.76 1.65 -0.489
C 1.09 -5.87 2.23 -0.740
H -0.30 3.68 -2.48 0.245
H 1.73 -6.19 3.05 0.407
H -0.63 2.02 -2.99 0.359
H -2.36 -1.19 1.69 0.533
H 2.30 0.47 6.23 0.393
H -5.75 -0.21 -1.27 0.288
H -5.55 2.41 0.14 0.340
H 3.51 -1.31 -1.60 0.359
H 1.55 4.24 -1.00 0.330
H 2.73 3.49 -2.11 0.392
H -5.52 -1.43 0.02 0.298
H 7.16 0.92 -1.48 0.394
H -0.55 4.30 0.55 0.152
H 1.93 -4.21 -4.13 0.425
H 1.83 -3.87 2.28 0.292
H 0.15 -7.79 2.00 0.374
H 5.76 -0.85 -2.49 0.433
H -1.34 6.30 -0.69 0.421
H -3.24 0.51 -2.55 0.533
H -4.68 -1.60 -1.53 0.358
H -1.92 1.27 -1.65 -0.687
H -3.74 6.47 -1.34 0.378
H 4.04 1.78 1.32 0.554
H -4.96 0.72 1.79 0.492
H -1.52 -1.68 -4.41 0.470
H 0.12 0.83 2.56 -0.048
H -2.66 0.75 2.70 0.325
H 0.24 1.11 5.02 0.460
H 0.20 -3.09 -5.50 0.392
H -1.31 -7.03 0.15 0.400
H -1.50 -1.40 -1.96 0.007
H 4.21 -0.49 4.98 0.416
H 2.67 3.01 -0.40 0.193
H -2.40 -2.10 0.16 0.761
H 6.29 2.24 0.42 0.404
H -3.45 2.32 2.96 0.512
H -1.17 -4.71 -0.67 0.385
H -1.17 2.45 1.85 0.484
H 0.78 2.87 -3.63 0.469
H 1.95 -3.92 -1.68 0.415
H 4.10 -0.73 2.54 0.467
H -3.49 2.04 -1.68 0.566
H 1.56 1.34 -1.93 -0.055
H -5.32 4.69 -0.67 0.357
H 2.59 -2.43 0.94 0.427
```

Summary:
Energy above the lowest of the compared OMol25 structures with the same formula, charge and spin   131.6 kJ/mol
Molar mass   756.25 g/mol
Gap between HOMO and LUMO (spin up / spin down)   0.24793 / 0.23243 Ha
HOMO level (spin up / spin down)   -6.346 / -6.862 eV
Spin multiplicity   3
Net charge   0



4.
C38H45N7S2Zn | ωB97M-V/def2-TZVPD

Structure (XYZ):
```
93
Properties=species:S:1:pos:R:3:mulliken_charge:R:1
Zn -1.17 -1.17 -0.22 0.138
S 1.53 0.50 -0.22 0.416
S -0.46 2.90 -0.30 0.203
N 0.28 5.04 -1.64 0.067
N -2.57 0.32 -0.10 0.837
N -0.32 -3.10 -0.21 0.013
N -2.40 -2.22 -1.46 0.210
N 0.51 -0.23 -1.17 -0.240
N -1.03 -0.63 1.76 0.594
N 1.25 4.76 0.43 0.058
C -3.54 2.03 1.27 -0.373
C -0.30 -2.37 3.46 -0.709
C 3.55 -0.74 1.22 0.381
C -3.54 -1.58 -2.09 -0.940
C 0.86 -3.48 0.53 0.202
C 3.01 -0.56 -0.04 -0.023
C -3.33 0.81 -1.23 -0.793
C -3.90 2.29 3.73 -0.623
C -1.94 0.23 2.17 1.210
C -0.66 -3.59 2.60 -0.707
C 2.73 3.12 -3.11 -0.641
C 0.00 -1.09 2.68 -0.393
C 0.39 4.31 -0.51 -0.776
C -2.33 -3.52 -1.36 0.489
C 2.48 1.73 -1.18 0.068
C 2.02 2.16 -2.41 -0.044
C 3.57 -1.18 -1.14 -0.505
C 0.51 -4.22 1.83 -0.710
C -0.57 -5.34 -1.03 -0.591
C -2.17 0.48 3.54 -0.613
C -3.43 -4.36 -1.65 -0.660
C 3.90 3.65 -2.58 -0.492
C -3.54 -5.73 -1.77 -0.570
C -4.04 2.64 2.39 -0.633
C -1.03 -4.01 -0.82 1.095
C 1.10 7.00 -0.50 -0.706
C -3.19 -0.13 -2.43 -1.304
C 4.66 -1.57 1.39 -0.783
C -2.74 0.86 1.08 -0.068
C -1.21 -6.48 -1.48 -0.545
C 4.35 3.21 -1.34 -0.915
C -3.06 1.31 4.21 -0.887
C 0.90 6.33 -1.85 -0.617
C 5.21 -2.20 0.29 -0.469
C 4.68 -2.00 -0.98 -0.888
C 1.90 6.06 0.38 -0.621
C -2.55 -6.70 -1.75 -0.554
C 3.63 2.27 -0.63 -0.585
H 6.08 -2.84 0.41 0.426
H -2.85 -7.72 -1.96 0.312
H -3.85 0.23 -3.22 0.512
H -3.82 -2.12 -3.00 0.661
H -4.55 -6.10 -1.95 0.310
H -4.66 3.51 2.20 0.345
H -1.07 -4.36 3.27 0.445
H 5.27 3.61 -0.93 0.430
H 1.41 -2.57 0.77 -1.153
H 3.98 1.94 0.34 0.454
H 1.55 -4.09 -0.07 0.544
H 0.58 -2.60 4.07 0.481
H -4.40 0.88 -0.97 0.566
H 0.93 -0.63 -2.00 0.232
H -0.56 -7.35 -1.56 0.319
H 1.87 6.22 -2.35 0.238
H -4.48 2.85 4.45 0.318
H 1.40 -4.27 2.47 0.496
H -0.34 4.66 -2.33 0.267
H 4.46 4.39 -3.13 0.442
H 1.10 1.74 -2.80 0.384
H 2.92 5.96 -0.02 0.275
H 3.15 -1.02 -2.13 0.333
H 0.25 -0.29 3.39 0.925
H 1.98 6.45 1.40 0.396
H 0.48 -5.49 -0.82 0.231
H 5.07 -1.71 2.37 0.447
H 3.12 -0.23 2.07 0.427
H -2.99 1.81 -1.52 0.326
H 2.37 3.47 -4.07 0.456
H -4.37 -3.83 -1.75 0.327
H 0.89 -1.27 2.07 -1.159
H 0.13 7.19 -0.04 0.316
H 1.62 7.95 -0.62 0.362
H -3.80 2.53 0.34 0.322
H 0.24 -5.25 1.58 0.414
H -1.60 -0.15 4.21 0.158
H -4.41 -1.58 -1.41 0.343
H -1.44 -3.32 1.90 0.094
H 5.13 -2.46 -1.84 0.420
H -3.06 1.19 5.29 0.316
H -2.16 -0.10 -2.80 0.173
H 1.30 4.21 1.26 0.253
H -1.14 -2.19 4.14 0.398
H 0.26 6.94 -2.49 0.416
```

Summary:
Energy above the lowest of the compared OMol25 structures with the same formula, charge and spin   35.5 kJ/mol
Molar mass   729.35 g/mol
Gap between HOMO and LUMO   0.23424 Ha
HOMO level   -6.111 eV
Net charge   0



5.
C38H46Cl5O2ReS2Se | ωB97M-V/def2-TZVPD

Structure (XYZ):
```
95
Properties=species:S:1:pos:R:3:mulliken_charge:R:1
Re 0.19 0.40 0.01 0.964
Se 0.11 0.06 -2.53 -0.030
Cl 5.81 0.45 -1.52 -0.229
Cl 4.21 4.24 1.89 -0.199
Cl 2.99 -0.57 -1.79 -0.013
Cl 6.46 2.90 0.26 -0.223
Cl -0.53 2.54 -0.44 -0.479
S -0.21 0.19 2.42 -0.486
S 1.36 3.05 2.02 -0.133
O 0.56 -1.67 0.02 -1.282
O -1.79 -0.19 -0.34 -0.745
C -5.98 0.01 -0.09 -1.915
C 1.12 -0.03 4.77 -1.771
C 1.30 -6.01 0.19 -2.429
C 3.27 0.68 -0.63 0.765
C 2.58 2.27 0.96 0.398
C 0.37 -1.86 -2.34 -0.572
C 3.03 -3.53 -5.03 -1.684
C 4.57 1.17 -0.58 -0.194
C 1.87 -4.47 -4.64 2.176
C -0.57 -4.52 0.90 -1.562
C 3.85 2.83 0.97 0.116
C 0.95 0.85 3.56 0.813
C 0.70 -2.55 -3.49 -0.374
C -2.42 0.76 -3.76 -0.249
C 2.47 -5.84 -4.33 -2.217
C 0.86 -4.55 0.33 2.495
C -4.51 1.68 -4.92 2.106
C -4.82 3.15 -4.61 -1.610
C 2.22 1.17 0.16 -0.636
C -3.68 1.61 -6.20 -2.132
C -4.86 2.24 0.15 -1.580
C -3.89 0.24 1.22 -2.124
C -3.84 0.56 -1.32 -0.380
C 0.85 -3.80 -1.00 -0.512
C -5.83 0.94 -5.19 -1.719
C 4.87 2.26 0.22 0.354
C 1.17 -4.45 -2.17 -0.205
C 0.90 -4.60 -5.81 -1.734
C 1.81 -3.87 1.32 -1.468
C -2.46 0.21 -1.35 0.486
C -4.43 0.97 -2.51 -0.743
C -1.81 0.32 -2.60 0.255
C 0.56 -2.40 -1.04 1.581
C 1.61 2.01 3.44 0.326
C 2.57 2.56 4.45 -1.562
C -3.77 1.08 -3.73 -0.164
C 1.19 -3.84 -3.43 -0.515
C -4.63 0.73 -0.03 2.374
H -5.47 2.65 -0.66 0.332
H -0.61 -5.03 1.86 0.450
H -5.37 2.44 1.09 0.475
H 3.71 -3.41 -4.20 0.351
H -2.77 2.19 -6.10 0.351
H -6.53 0.19 0.83 0.468
H -4.26 2.02 -7.04 0.461
H -1.26 -5.03 0.22 0.313
H 1.27 -6.49 1.17 0.466
H 2.10 -0.50 4.75 0.268
H 2.31 2.23 5.46 0.425
H 0.10 -5.29 -5.56 0.375
H -6.50 0.97 -4.33 0.305
H -5.64 -0.10 -5.44 0.372
H 1.42 -4.97 -6.69 0.459
H 1.47 -5.48 -2.11 0.573
H -3.43 0.58 -6.44 0.415
H 2.80 -3.76 0.88 0.295
H 1.03 0.54 5.69 0.424
H 2.32 -6.08 -0.18 0.419
H 3.59 -3.95 -5.88 0.458
H 1.89 -4.47 2.23 0.493
H 0.46 -3.63 -6.05 0.292
H 0.62 -2.01 -4.43 0.417
H -6.35 1.40 -6.03 0.462
H 3.01 -6.21 -5.20 0.441
H 2.54 3.64 4.42 0.362
H -5.84 -1.07 -0.20 0.411
H 0.64 -6.58 -0.46 0.404
H -5.47 1.26 -2.47 0.235
H 3.18 -5.78 -3.50 0.437
H 1.70 -6.57 -4.08 0.415
H -6.60 0.36 -0.92 0.311
H -5.52 3.24 -3.78 0.333
H -5.27 3.64 -5.48 0.464
H 1.44 -2.89 1.59 0.145
H 0.36 -0.80 4.76 0.493
H -3.91 3.68 -4.35 0.330
H -2.96 0.78 1.36 0.289
H 3.59 2.23 4.24 0.239
H -3.91 2.76 0.16 0.274
H 2.66 -2.55 -5.32 0.355
H -4.51 0.40 2.10 0.520
H -3.66 -0.82 1.15 0.371
H -1.83 0.85 -4.65 0.472
H -0.90 -3.50 1.03 0.239
```

Summary:
Energy above the lowest of the compared OMol25 structures with the same formula, charge and spin   63.6 kJ/mol
Molar mass   1041.35 g/mol
Gap between HOMO and LUMO (spin up / spin down)   0.26329 / 0.25834 Ha
HOMO level (spin up / spin down)   -4.884 / -5.213 eV
Spin multiplicity   4
Net charge   -1



The highest energy above the lowest of the compared OMol25 structures with the same formula, charge and spin belongs to which entry? C38H45N3O6Rb



net charge of number 5 (C38H46Cl5O2ReS2Se)? -1